# 1
DFT (ωB97M-V with the def2-TZVPD basis set) results for a gas-phase ion, C25H21F6N2 (charge +1) at a distorted geometry.

```
54
Properties=species:S:1:pos:R:3:nbo_charge:R:1
C -1.378 -2.655 3.012 -0.420
N -0.929 -1.278 2.970 -0.316
C -1.685 -0.171 2.811 0.530
C -3.171 -0.135 2.531 -0.466
N -0.884 0.885 3.043 -0.309
C -1.287 2.271 3.188 -0.416
C 0.421 0.456 3.336 0.099
C 0.395 -0.922 3.296 0.169
C 1.563 -1.682 3.371 -0.217
C 2.777 -0.986 3.433 -0.182
C 2.800 0.416 3.463 -0.183
C 1.622 1.162 3.443 -0.205
H -0.471 -3.266 3.022 0.235
H -1.937 -2.835 3.947 0.229
H -1.996 -2.925 2.142 0.239
H -3.608 0.509 3.300 0.260
H -3.512 -1.150 2.765 0.246
H -0.366 2.860 3.165 0.235
H -1.963 2.607 2.387 0.230
H -1.766 2.423 4.171 0.231
H 1.506 -2.765 3.344 0.234
H 3.715 -1.533 3.431 0.243
H 3.763 0.924 3.476 0.243
H 1.604 2.250 3.464 0.233
F -1.347 -4.650 -1.756 -0.326
C -0.976 -3.407 -2.212 0.977
F 0.361 -3.284 -1.953 -0.325
F -1.109 -3.434 -3.575 -0.317
C -1.779 -2.312 -1.561 -0.151
C -1.140 -1.168 -1.098 -0.169
C -1.858 -0.284 -0.327 -0.261
C -3.182 -0.557 0.027 0.078
C -3.760 0.262 1.167 -0.288
C -5.292 0.378 1.240 0.069
C -6.156 -0.718 1.192 -0.242
C -7.541 -0.554 1.326 -0.166
C -8.071 0.703 1.562 -0.138
C -9.537 0.855 1.899 0.978
F -9.719 1.816 2.862 -0.323
F -10.301 1.231 0.824 -0.318
F -10.080 -0.301 2.392 -0.320
C -7.247 1.824 1.521 -0.167
C -5.876 1.654 1.326 -0.222
C -3.878 -1.529 -0.710 -0.231
C -3.149 -2.468 -1.430 -0.161
H -0.088 -0.994 -1.316 0.245
H -1.384 0.641 0.020 0.214
H -3.433 1.290 0.936 0.218
H -5.779 -1.715 1.007 0.219
H -8.195 -1.425 1.230 0.245
H -7.686 2.822 1.639 0.247
H -5.256 2.549 1.215 0.215
H -4.960 -1.569 -0.727 0.234
H -3.666 -3.307 -1.890 0.244
```

## Properties
- HOMO level (hartree) = -0.45865
- HOMO-LUMO gap (eV) = 9.19
- total charge = +1

=====

# 2
DFT (ωB97M-V with the def2-TZVPD basis set) results for 4 unconnected molecules or ions with the total composition C25H21FN4O11S at a distorted geometry.

```
63
Properties=species:S:1:pos:R:3:nbo_charge:R:1
C -1.795 -2.805 6.267 -0.715
C -0.998 -3.563 5.189 0.585
C -1.452 -4.995 4.797 -0.724
N 0.074 -3.112 4.597 -0.497
C -0.076 -2.068 3.760 0.196
C -1.012 -1.725 2.816 -0.608
S -2.480 -2.654 2.419 2.387
O -2.187 -3.956 1.918 -0.880
O -3.413 -2.637 3.514 -0.909
F -3.208 -1.822 1.235 -0.472
C -0.623 -0.413 2.123 0.806
O -1.246 0.359 1.523 -0.492
O 0.779 -0.352 2.352 -0.530
C 0.955 -0.895 3.624 0.768
O 1.676 -0.544 4.453 -0.454
H -2.729 -3.362 6.493 0.247
H -2.015 -1.794 5.853 0.261
H -1.143 -2.739 7.169 0.266
H -2.547 -5.033 4.631 0.265
H -1.136 -5.750 5.557 0.257
H -0.952 -5.303 3.851 0.255
C 1.058 0.424 -0.663 -0.163
C 2.395 0.118 -0.885 -0.201
C 3.026 0.555 -2.040 -0.211
C 2.307 1.302 -2.962 0.073
C 0.970 1.608 -2.754 -0.216
C 0.346 1.164 -1.598 -0.207
N 2.977 1.789 -4.172 0.511
O 4.149 1.487 -4.334 -0.386
O 2.330 2.469 -4.944 -0.361
H 0.569 0.087 0.242 0.214
H 2.947 -0.460 -0.154 0.224
H 4.067 0.313 -2.205 0.251
H 0.409 2.186 -3.476 0.250
H -0.697 1.398 -1.422 0.226
C -3.777 -1.301 -1.821 -0.180
C -3.547 -1.504 -3.176 -0.212
C -4.418 -2.288 -3.918 -0.210
C -5.516 -2.859 -3.294 0.084
C -5.751 -2.669 -1.940 -0.209
C -4.875 -1.886 -1.203 -0.209
N -6.453 -3.670 -4.082 0.516
O -6.206 -3.831 -5.263 -0.374
O -7.424 -4.130 -3.509 -0.375
H -3.099 -0.683 -1.244 0.220
H -2.690 -1.047 -3.654 0.222
H -4.232 -2.441 -4.973 0.249
H -6.605 -3.119 -1.452 0.248
H -5.050 -1.729 -0.148 0.227
C 4.507 3.921 -2.200 -0.181
C 5.745 4.550 -2.209 -0.208
C 6.022 5.551 -1.290 -0.208
C 5.053 5.909 -0.365 0.081
C 3.811 5.293 -0.352 -0.212
C 3.539 4.294 -1.275 -0.205
N 5.351 6.951 0.625 0.517
O 6.444 7.485 0.573 -0.375
O 4.490 7.219 1.443 -0.377
H 4.296 3.135 -2.915 0.217
H 6.496 4.257 -2.932 0.226
H 6.988 6.036 -1.304 0.248
H 3.053 5.576 0.367 0.247
H 2.573 3.803 -1.273 0.220
```

## Properties
- HOMO level (hartree) = -0.36876
- HOMO-LUMO gap (eV) = 8.44

=====

# 3
DFT (ωB97M-V with the def2-TZVPD basis set) results for a molecular structure, C25H22AuN7O7.

```
62
Properties=species:S:1:pos:R:3:lowdin_spin:R:1
Au -0.115 -0.918 0.503 0.959
C -1.024 1.962 0.922 0.010
C -1.797 1.466 2.142 0.003
C -1.007 0.617 3.109 0.010
C -1.042 0.902 4.465 0.008
C -0.308 0.133 5.354 -0.005
C 0.465 -0.907 4.865 0.006
C 0.466 -1.142 3.506 0.008
N -0.262 -0.404 2.656 0.143
N -0.985 1.000 -0.206 0.246
C -2.325 0.701 -0.777 0.012
C -2.998 -0.518 -0.190 0.008
C -4.366 -0.702 -0.271 0.004
C -4.914 -1.877 0.224 -0.005
C -4.085 -2.834 0.792 0.006
C -2.729 -2.582 0.851 0.009
N -2.212 -1.448 0.363 0.115
C -0.024 1.434 -1.248 0.011
C 0.288 0.310 -2.202 0.007
C 0.655 0.538 -3.516 0.005
C 0.971 -0.546 -4.321 -0.005
C 0.889 -1.830 -3.802 0.006
C 0.507 -1.986 -2.485 0.008
N 0.226 -0.934 -1.708 0.131
H -1.480 2.884 0.550 0.009
H 0.009 2.186 1.190 0.000
H -2.134 2.347 2.687 0.000
H -2.710 0.944 1.846 0.000
H -1.640 1.731 4.818 0.001
H -0.333 0.351 6.413 0.000
H 1.064 -1.526 5.516 0.001
H 1.058 -1.932 3.069 0.001
H -2.966 1.579 -0.662 0.005
H -2.202 0.532 -1.848 0.000
H -4.992 0.060 -0.715 0.001
H -5.982 -2.042 0.169 0.000
H -4.478 -3.759 1.188 0.001
H -2.030 -3.285 1.286 0.002
H -0.425 2.298 -1.785 0.007
H 0.901 1.734 -0.752 0.000
H 0.699 1.549 -3.897 0.001
H 1.270 -0.390 -5.349 0.000
H 1.111 -2.699 -4.405 0.001
H 0.409 -2.966 -2.035 0.002
O 7.093 -2.389 -2.108 0.000
N 6.190 -3.097 -1.726 0.000
O 6.126 -4.301 -1.819 0.002
C 5.041 -2.415 -1.097 0.006
C 5.052 -1.027 -0.989 -0.001
C 3.960 -0.421 -0.437 0.011
C 2.847 -1.108 0.109 0.005
O 1.939 -0.414 0.717 0.130
C 2.896 -2.519 -0.060 0.003
C 3.986 -3.161 -0.656 -0.001
N 1.826 -3.391 0.364 0.006
O 0.826 -2.924 0.984 0.066
O 1.908 -4.568 0.173 0.042
N 3.918 1.049 -0.417 0.001
O 4.841 1.630 0.089 0.001
O 2.957 1.567 -0.964 0.000
H 5.896 -0.453 -1.350 0.000
H 4.005 -4.236 -0.764 0.000
```

## Properties
- HOMO level (alpha / beta) (hartree) = -0.53565 / -0.54297
- spin multiplicity = 3
- HOMO-LUMO gap (alpha / beta) (eV) = 7.80 / 6.31
- total charge = +2

=====

# 4
DFT (ωB97M-V with the def2-TZVPD basis set) results for a molecular structure, C25H22BrLiN5O at a distorted geometry.

```
55
Properties=species:S:1:pos:R:3:nbo_charge:R:1
Li -1.337 0.308 -0.624 0.891
Br -2.506 7.683 -0.725 0.110
C -1.943 5.893 -0.971 -0.077
C -2.669 4.852 -0.358 -0.214
C -2.295 3.537 -0.588 -0.200
C -1.340 3.287 -1.520 0.083
C -0.551 4.306 -2.066 -0.219
C -0.871 5.606 -1.832 -0.202
N -1.118 1.927 -1.814 -0.482
C -0.392 1.599 -2.823 0.115
C -0.184 0.197 -3.091 0.110
C 0.225 -0.256 -4.379 -0.192
C 0.244 -1.595 -4.681 -0.153
C -0.073 -2.471 -3.638 -0.221
C -0.373 -1.977 -2.385 0.054
N -0.520 -0.707 -2.113 -0.512
H -3.590 5.098 0.316 0.251
H -2.874 2.721 -0.137 0.226
H 0.352 4.045 -2.567 0.216
H -0.333 6.415 -2.234 0.237
H 0.020 2.363 -3.495 0.197
H 0.452 0.563 -5.098 0.237
H 0.531 -2.005 -5.630 0.246
H -0.132 -3.601 -3.719 0.246
H -0.637 -2.672 -1.579 0.209
C 2.698 -3.830 -0.596 -0.629
C 2.514 -2.666 0.376 0.015
C 2.424 -2.863 1.770 -0.210
C 2.162 -1.812 2.625 -0.212
C 1.821 -0.527 2.117 0.108
N 1.593 0.590 3.004 -0.662
C 1.109 0.362 4.305 0.787
O 1.530 0.855 5.334 -0.578
N -0.112 -0.305 4.402 -0.649
C -0.907 -0.761 3.357 0.193
C -1.383 -2.066 3.389 -0.181
C -2.153 -2.529 2.399 -0.236
C -2.321 -1.708 1.286 0.035
N -1.816 -0.471 1.155 -0.535
C -1.150 -0.030 2.229 -0.010
C 1.891 -0.380 0.764 -0.184
C 2.201 -1.397 -0.097 -0.235
H 1.715 -4.308 -0.822 0.215
H 3.326 -4.593 -0.193 0.228
H 3.149 -3.454 -1.477 0.218
H 2.780 -3.808 2.183 0.224
H 2.221 -1.928 3.664 0.217
H 2.404 1.154 3.111 0.415
H -0.324 -0.734 5.285 0.418
H -1.225 -2.689 4.219 0.226
H -2.569 -3.523 2.318 0.241
H -2.846 -2.073 0.387 0.196
H -0.779 0.998 2.120 0.216
H 1.693 0.562 0.283 0.202
H 2.268 -1.180 -1.148 0.209
```

## Properties
- HOMO level (hartree) = -0.41563
- HOMO-LUMO gap (eV) = 7.28
- total charge = +1